The following is a quantum chemistry calculation of a structure of composition C37H85F5IInN5O7, from OMol25.

Calculated values
max |F| = 0.45 eV Å⁻¹
HOMO energy = -5.03 eV
Kohn-Sham gap = 0.2569 Ha
charge = -1
LUMO energy = 2.0 eV

Each line ends with the Löwdin charge.
Atoms and positions in Å:
C (5.08, -3.40, 0.50)  -0.108
C (3.99, -2.43, 0.00)  -0.283
C (4.51, -1.04, -0.37)  -0.352
F (5.63, -0.74, 0.46)  -0.158
In (2.92, 0.52, -0.25)  0.863
C (0.96, -0.53, -0.22)  -0.274
C (0.75, -1.50, -1.40)  -0.299
C (-0.07, -2.77, -1.11)  -0.207
C (-1.40, -2.93, -1.86)  -0.220
C (-2.61, -2.19, -1.27)  -0.204
C (-2.40, -0.69, -1.01)  -0.189
C (-3.67, 0.17, -1.03)  -0.192
C (-4.23, 0.52, 0.35)  -0.179
C (-4.44, -0.68, 1.26)  -0.245
O (-5.20, -1.65, 0.57)  -0.215
C (-5.20, -2.94, 1.14)  -0.110
C (2.99, 1.68, 1.68)  -0.274
C (4.30, 1.89, 2.29)  -0.914
O (4.69, 1.63, 3.38)  -0.018
I (5.75, 2.86, 0.94)  0.726
C (2.96, 1.91, -2.04)  -0.422
F (3.71, 1.38, -3.09)  -0.017
F (3.53, 3.17, -1.81)  -0.061
C (1.61, 2.26, -2.67)  -0.348
F (1.15, 1.27, -3.48)  0.057
F (0.68, 2.41, -1.67)  0.018
H (5.29, -3.25, 1.56)  0.071
H (5.99, -3.24, -0.08)  0.073
H (4.76, -4.43, 0.35)  0.050
H (3.18, -2.38, 0.73)  0.088
H (3.56, -2.86, -0.92)  0.094
H (4.88, -1.07, -1.40)  0.075
H (0.19, 0.24, -0.20)  0.013
H (0.93, -1.08, 0.73)  0.033
H (0.27, -0.95, -2.22)  0.083
H (1.72, -1.82, -1.80)  0.074
H (0.54, -3.64, -1.37)  0.097
H (-0.27, -2.85, -0.03)  0.106
H (-1.65, -4.00, -1.85)  0.098
H (-1.28, -2.65, -2.92)  0.111
H (-3.45, -2.29, -1.96)  0.109
H (-2.91, -2.71, -0.35)  0.092
H (-1.88, -0.56, -0.05)  0.103
H (-1.72, -0.32, -1.79)  0.105
H (-4.45, -0.32, -1.64)  0.101
H (-3.44, 1.11, -1.53)  0.105
H (-3.51, 1.19, 0.84)  0.119
H (-5.18, 1.04, 0.24)  0.106
H (-3.48, -1.09, 1.59)  0.117
H (-4.99, -0.35, 2.16)  0.120
H (-6.19, -3.18, 1.55)  0.080
H (-4.46, -3.02, 1.96)  0.087
H (-4.95, -3.68, 0.38)  0.083
H (2.38, 1.18, 2.43)  0.054
H (2.56, 2.67, 1.48)  0.053
H (1.64, 3.20, -3.23)  0.147
C (7.96, -8.91, 1.53)  -0.069
C (6.72, -8.35, 2.21)  -0.428
C (5.57, -8.02, 1.26)  -0.210
O (5.74, -6.85, 0.50)  -0.198
C (6.54, -6.95, -0.66)  -0.102
N (7.11, -7.20, 3.03)  0.035
H (8.54, -8.12, 1.04)  0.066
H (8.61, -9.38, 2.26)  0.074
H (7.70, -9.65, 0.77)  0.076
H (6.34, -9.12, 2.89)  0.133
H (4.67, -7.85, 1.86)  0.124
H (5.36, -8.88, 0.59)  0.120
H (6.41, -7.93, -1.14)  0.088
H (7.60, -6.80, -0.44)  0.078
H (6.21, -6.17, -1.34)  0.088
H (6.31, -6.90, 3.58)  0.080
H (7.29, -6.42, 2.41)  0.079
C (-1.72, 6.84, -0.88)  -0.071
C (-0.87, 5.73, -1.49)  -0.429
C (0.06, 6.21, -2.62)  -0.196
O (-0.59, 6.47, -3.85)  -0.184
C (-1.21, 7.73, -3.94)  -0.119
N (-1.73, 4.63, -1.90)  0.050
H (-2.58, 7.09, -1.51)  0.046
H (-2.12, 6.51, 0.08)  0.073
H (-1.14, 7.75, -0.71)  0.075
H (-0.21, 5.35, -0.71)  0.137
H (0.77, 5.41, -2.83)  0.110
H (0.64, 7.09, -2.30)  0.121
H (-0.64, 8.51, -3.42)  0.091
H (-2.23, 7.71, -3.55)  0.054
H (-1.27, 7.99, -5.00)  0.086
H (-1.16, 3.83, -2.17)  0.053
H (-2.23, 4.90, -2.75)  0.067
C (7.94, -3.18, 6.32)  -0.068
C (7.87, -4.67, 5.97)  -0.438
C (8.50, -5.59, 7.02)  -0.211
O (9.92, -5.60, 7.04)  -0.189
C (10.53, -4.53, 7.73)  -0.115
N (8.41, -4.87, 4.63)  0.045
H (8.93, -2.77, 6.12)  0.065
H (7.23, -2.62, 5.71)  0.079
H (7.70, -3.00, 7.37)  0.076
H (6.81, -4.94, 5.94)  0.132
H (8.21, -6.61, 6.79)  0.120
H (8.12, -5.35, 8.03)  0.117
H (9.94, -4.25, 8.61)  0.088
H (10.66, -3.65, 7.10)  0.075
H (11.51, -4.87, 8.06)  0.084
H (8.24, -5.84, 4.34)  0.027
H (9.42, -4.79, 4.68)  0.072
C (-9.17, 0.59, -1.23)  -0.069
C (-9.15, -0.89, -1.61)  -0.437
C (-9.85, -1.80, -0.60)  -0.212
O (-9.12, -2.06, 0.58)  -0.192
C (-9.16, -1.05, 1.57)  -0.108
N (-7.76, -1.28, -1.87)  0.052
H (-8.42, 0.81, -0.46)  0.063
H (-8.92, 1.20, -2.10)  0.075
H (-10.15, 0.90, -0.86)  0.075
H (-9.70, -0.99, -2.55)  0.132
H (-9.99, -2.78, -1.07)  0.120
H (-10.85, -1.41, -0.35)  0.117
H (-10.14, -0.56, 1.59)  0.088
H (-8.39, -0.29, 1.41)  0.075
H (-8.99, -1.53, 2.53)  0.086
H (-7.74, -2.22, -2.25)  0.073
H (-7.28, -1.36, -0.98)  0.057
C (-4.51, 10.03, -3.89)  -0.064
C (-5.11, 8.65, -4.08)  -0.438
C (-6.51, 8.65, -4.70)  -0.209
O (-7.55, 9.04, -3.83)  -0.187
C (-7.72, 10.44, -3.67)  -0.112
N (-5.05, 7.92, -2.81)  0.049
H (-4.92, 10.53, -3.01)  0.067
H (-3.44, 9.95, -3.73)  0.066
H (-4.68, 10.67, -4.76)  0.079
H (-4.47, 8.11, -4.79)  0.131
H (-6.76, 7.63, -5.00)  0.123
H (-6.53, 9.27, -5.61)  0.119
H (-7.53, 10.97, -4.61)  0.089
H (-7.08, 10.85, -2.89)  0.075
H (-8.76, 10.60, -3.39)  0.086
H (-5.30, 6.95, -2.95)  0.081
H (-5.76, 8.29, -2.19)  0.075

=====

The following is a quantum chemistry calculation of a structure of composition C19H53HgO8 at a distorted geometry, from OMol25.

Calculated values
max |F| = 3.06 eV Å⁻¹
HOMO energy = -11.52 eV
Kohn-Sham gap = 0.1970 Ha
charge = +1
LUMO energy = -6.2 eV

Each line ends with the Löwdin charge.
Atoms and positions in Å:
Hg (-2.52, -0.51, 1.74)  1.344
O (-0.91, 0.04, 0.27)  -0.380
H (-0.66, 0.96, 0.03)  -0.023
C (-0.09, -1.45, -4.33)  -0.061
C (-0.73, -1.48, -2.94)  -0.325
O (-0.31, -0.36, -2.25)  -0.113
H (1.00, -1.50, -4.29)  0.080
H (-0.29, -0.57, -4.94)  0.079
H (-0.46, -2.28, -4.93)  0.076
H (-0.26, -2.34, -2.44)  0.098
H (-1.81, -1.54, -2.96)  0.117
H (-0.67, -0.34, -1.37)  0.002
C (3.12, -2.50, 0.63)  -0.053
C (2.34, -1.41, -0.10)  -0.294
O (1.67, -0.61, 0.84)  -0.114
H (2.39, -3.13, 1.13)  0.060
H (3.78, -2.07, 1.39)  0.080
H (3.81, -3.01, -0.04)  0.082
H (1.62, -1.85, -0.79)  0.100
H (2.94, -0.68, -0.64)  0.104
H (0.84, -0.31, 0.47)  0.005
C (1.11, -1.79, 4.35)  -0.044
C (0.07, -2.45, 3.52)  -0.422
C (-1.13, -3.04, 4.30)  -0.021
O (-0.41, -1.42, 2.56)  -0.177
H (1.85, -1.32, 3.69)  0.083
H (1.58, -2.53, 5.00)  0.100
H (0.75, -0.93, 4.90)  0.078
H (0.58, -3.17, 2.89)  0.123
H (-1.53, -2.25, 4.94)  0.081
H (-0.92, -4.00, 4.78)  0.095
H (-1.97, -3.24, 3.64)  0.049
H (0.24, -1.35, 1.86)  0.021
C (3.64, 2.54, -3.57)  -0.052
C (2.73, 1.73, -2.65)  -0.472
C (2.43, 2.39, -1.29)  -0.036
O (1.50, 1.58, -3.32)  -0.058
H (3.74, 2.20, -4.60)  0.079
H (4.69, 2.63, -3.28)  0.077
H (3.28, 3.57, -3.66)  0.078
H (3.22, 0.77, -2.50)  0.120
H (3.35, 2.64, -0.76)  0.082
H (1.93, 1.66, -0.64)  0.051
H (1.84, 3.30, -1.39)  0.067
H (0.96, 0.93, -2.87)  0.032
C (-1.19, 3.53, -1.18)  -0.073
C (-0.92, 3.98, -2.62)  -0.462
C (-1.57, 3.02, -3.65)  -0.033
O (-1.48, 5.28, -2.78)  -0.038
H (-2.25, 3.55, -0.91)  0.088
H (-0.63, 4.14, -0.48)  0.069
H (-0.89, 2.50, -1.00)  0.041
H (0.16, 4.00, -2.74)  0.116
H (-2.66, 3.06, -3.69)  0.079
H (-1.44, 1.98, -3.36)  0.055
H (-1.17, 3.19, -4.65)  0.085
H (-0.98, 5.88, -2.23)  0.088
C (0.16, 2.21, 4.25)  -0.038
C (-1.09, 2.49, 3.46)  -0.440
C (-0.86, 3.16, 2.06)  -0.026
O (-1.87, 1.30, 3.30)  -0.142
H (-0.13, 1.66, 5.14)  0.079
H (0.61, 3.11, 4.68)  0.097
H (0.91, 1.65, 3.69)  0.091
H (-1.76, 3.07, 4.09)  0.141
H (-0.09, 2.58, 1.55)  0.070
H (-0.43, 4.14, 2.28)  0.096
H (-1.81, 3.21, 1.53)  0.076
H (-1.95, 0.93, 4.18)  0.089
C (-0.75, -3.80, 0.22)  -0.023
C (-2.12, -3.21, -0.14)  -0.446
C (-3.04, -4.26, -0.85)  -0.018
O (-2.77, -2.74, 1.02)  -0.134
H (-0.29, -4.44, -0.53)  0.096
H (-0.80, -4.39, 1.13)  0.091
H (-0.05, -2.96, 0.34)  0.052
H (-1.97, -2.37, -0.83)  0.102
H (-3.95, -3.80, -1.24)  0.083
H (-3.44, -5.02, -0.17)  0.084
H (-2.55, -4.75, -1.69)  0.092
H (-3.29, -3.46, 1.39)  0.109

=====

The following is a quantum chemistry calculation of a cluster of 2 separate species, C5H16N2O in total at a distorted geometry, from OMol25.

Calculated values
max |F| = 4.14 eV Å⁻¹
SMILES = C[C@@H](CN)N(C)C.O
HOMO energy = -8.47 eV
Kohn-Sham gap = 0.3453 Ha
LUMO energy = 0.9 eV
energy above the lowest of the compared OMol25 structures with the same formula, charge and spin = 212.31 kJ/mol

Each line ends with the Löwdin charge.
Atoms and positions in Å:
C (0.26, 1.67, -1.57)  -0.072
C (-0.02, 0.62, -0.50)  -0.346
C (-1.56, 0.61, -0.18)  -0.247
N (-1.83, 0.65, 1.25)  -0.013
N (0.46, -0.83, -0.68)  -0.212
C (-0.29, -1.57, -1.74)  -0.076
C (1.89, -0.96, -0.85)  -0.148
H (1.33, 1.42, -1.86)  0.079
H (-0.08, 1.39, -2.56)  0.070
H (0.23, 2.72, -1.31)  0.082
H (0.49, 0.91, 0.43)  0.120
H (-2.19, -0.27, -0.51)  0.103
H (-2.12, 1.39, -0.71)  0.113
H (-2.43, 1.38, 1.58)  0.057
H (-1.74, -0.23, 1.75)  0.065
H (-1.36, -1.41, -1.63)  0.054
H (-0.09, -1.12, -2.70)  0.072
H (0.03, -2.60, -1.68)  0.079
H (2.57, -0.10, -0.55)  0.099
H (2.23, -1.81, -0.27)  0.075
H (2.28, -1.03, -1.86)  0.068
O (0.92, -0.20, 3.80)  -0.062
H (-0.04, -0.31, 3.85)  0.023
H (1.05, 0.11, 2.89)  0.017